H10O5 | the ωB97M-V functional and the def2-TZVPD basis

Each line ends with the Mulliken charge.
Cartesian coordinates (Å):
O 1.886 -1.501 -0.307  -0.631
H 1.971 -0.945 0.456  0.320
H 2.788 -1.689 -0.548  0.305
O 0.653 0.104 1.663  -0.673
H 0.565 0.981 1.142  0.386
H 0.040 0.051 2.421  0.299
O 0.749 2.133 -0.456  -0.721
H 1.583 1.752 -0.792  0.325
H 0.005 1.501 -0.464  0.350
O -0.492 -0.312 -1.166  -0.694
H -0.735 -0.489 -0.253  0.411
H 0.416 -0.613 -1.239  0.338
O -2.841 -0.489 0.184  -0.625
H -2.735 -0.013 -0.635  0.321
H -3.532 -0.025 0.563  0.290

- SMILES string = O.O.O.O.O
- calculated total energy (eV) = -10399.8610
- gap between HOMO and LUMO (eV) = 11.69
- multiplicity = 1
- relative energy (zero: lowest compared OMol25 entry of this formula, charge and spin) (kcal per mole) = 22.8
- HOMO (eV) = -11.14
- max |F| (eV Å⁻¹) = 3.1
- LUMO level (eV) = 0.54